# 1
ORCA calculation (ωB97M-V/def2-TZVPD) on a molecular structure, C31H16F5N5O2RuS at a distorted geometry.

Last column: Mulliken spin population.
Positions of all 61 atoms, in Å:
1 Ru -0.71674 -0.05669 0.23198  2.415
2 C -4.80586 -1.15255 0.49153  0.060
3 C -4.79169 -2.55556 0.49817  0.030
4 C -3.65447 -3.19678 0.11238  0.018
5 C -2.48164 -2.45980 -0.21687  0.040
6 N -2.47464 -1.09487 -0.06514  0.043
7 C -3.63619 -0.48856 0.20808  0.012
8 N -1.47365 -3.16227 -0.69908  0.049
9 C -0.23213 -2.76054 -0.87745  0.205
10 N 0.32293 -1.61990 -0.37595  0.007
11 C 1.65916 -1.60697 -0.64453  0.221
12 N 2.52463 -0.68963 -0.26834  0.049
13 C 2.28922 0.46374 0.32454  0.047
14 C 3.44961 1.22994 0.63126  0.021
15 C 3.36076 2.42612 1.27132  0.028
16 C 2.08332 2.91234 1.59033  0.077
17 C 0.99266 2.15546 1.24552  0.028
18 N 1.04487 0.95639 0.65211  0.066
19 C 1.99707 -2.79506 -1.36913  0.070
20 C 3.19225 -3.27593 -1.88665  0.010
21 C 3.16300 -4.47303 -2.57151  0.039
22 C 1.96911 -5.18377 -2.74543  0.032
23 C 0.77657 -4.72203 -2.23050  0.009
24 C 0.79129 -3.52321 -1.52885  0.118
25 H -5.70575 -0.60535 0.72162  0.005
26 H -5.67016 -3.11145 0.79257  0.002
27 H -3.58172 -4.27158 0.05304  0.003
28 H -3.62344 0.59611 0.19565  0.003
29 H 4.39195 0.80324 0.33030  0.003
30 H 4.24179 2.99508 1.53380  0.002
31 H 1.94228 3.85600 2.09261  0.006
32 H 0.00143 2.53711 1.46252  0.010
33 H 4.10378 -2.71461 -1.74768  0.005
34 H 4.07515 -4.87616 -2.99145  0.004
35 H 1.99209 -6.11225 -3.29934  0.004
36 H -0.14993 -5.25890 -2.36385  0.006
37 O 1.57562 -0.11207 -3.28891  0.054
38 C 0.76336 0.54610 -2.65722  0.008
39 O -0.40468 0.15508 -2.30751  0.277
40 C 1.07507 1.96791 -2.24647  0.077
41 C 2.33850 2.51919 -2.36959  -0.017
42 C 2.56133 3.83259 -1.99716  0.017
43 C 1.50564 4.60231 -1.52701  -0.005
44 C 0.24494 4.05960 -1.38450  -0.015
45 C 0.02842 2.72222 -1.70700  -0.051
46 S -1.52758 1.98433 -1.50027  0.902
47 H 3.12905 1.90185 -2.77047  0.000
48 H 3.55050 4.26144 -2.08794  0.002
49 H 1.66564 5.63710 -1.25880  0.000
50 H -0.57730 4.64897 -1.01063  -0.019
51 F -2.77491 2.78930 1.40672  0.014
52 C -2.39239 1.90776 2.35505  -0.032
53 C -1.61920 0.80622 1.99446  0.269
54 C -1.29827 -0.03113 3.06118  -0.241
55 F -0.53390 -1.12612 2.78525  -0.008
56 C -1.69942 0.16904 4.37324  0.012
57 F -1.36819 -0.69048 5.35459  0.001
58 C -2.45427 1.29592 4.67600  0.002
59 F -2.85196 1.53682 5.93836  0.000
60 C -2.79603 2.17372 3.65764  0.005
61 F -3.50686 3.27823 3.95341  0.002

Gap between HOMO and LUMO (alpha / beta) in eV: 5.24 / 6.04
Maximum force in hartree/bohr: 0.027
LUMO energy (alpha / beta) in eV: 2.5088 / 0.8889
Expectation value of S²: 8.790
Net charge: -1
Multiplicity: 6
ΔE to the lowest compared entry with this formula, charge and spin in kcal/mol: 14.0
Calculated total energy in hartree: -2607.63904


# 2
ORCA calculation (ωB97M-V/def2-TZVPD) on a molecular structure, C31H19Cl6NO7PS2Zr.

Last column: Mulliken charge in e.
Positions of all 68 atoms, in Å:
1 Zr 1.66657 -0.07308 -1.12925  0.696
2 Cl 8.26843 -0.80866 -3.07300  -0.222
3 C 6.79429 -0.95270 -2.18534  0.326
4 C 6.68723 -1.87788 -1.15396  0.307
5 Cl 8.02933 -2.88556 -0.74684  -0.222
6 C 5.48592 -1.99724 -0.44228  -0.029
7 Cl 5.31283 -3.14887 0.83322  -0.223
8 C 4.40421 -1.18793 -0.74693  0.335
9 O 3.21708 -1.25246 -0.18021  -0.222
10 C 4.52142 -0.24717 -1.79534  0.246
11 O 3.41664 0.45284 -2.03343  -0.739
12 C 5.69933 -0.13793 -2.50965  -0.057
13 Cl 5.78398 1.00439 -3.79409  -0.207
14 O 1.48422 2.40331 0.85893  -0.309
15 N 2.01880 1.14398 0.83183  -0.408
16 C 1.74896 0.42779 1.85943  -0.651
17 C 0.81597 0.80926 2.94182  0.518
18 C 1.26013 0.89165 4.25818  -0.598
19 C 0.38584 1.26578 5.26263  -0.636
20 C -0.93784 1.55749 4.95650  -0.881
21 C -1.38203 1.46219 3.64690  -0.421
22 C -0.52136 1.07180 2.62306  -0.003
23 P -1.03453 0.97227 0.84607  1.994
24 C -2.46771 -0.17785 0.80148  0.924
25 C -3.17722 -0.66495 1.89400  -0.709
26 C -4.27694 -1.49229 1.70431  -0.676
27 C -4.67835 -1.83703 0.42183  -0.755
28 C -3.95460 -1.38451 -0.67177  -0.643
29 C -2.84387 -0.57670 -0.48465  -0.620
30 C -1.89272 2.59934 0.70795  0.357
31 C -1.31208 3.73770 1.27668  -0.436
32 C -1.88267 4.98846 1.09797  -0.830
33 C -3.03751 5.13019 0.34270  -0.529
34 C -3.61484 4.00809 -0.23140  -0.677
35 C -3.05020 2.75445 -0.05364  -0.348
36 H 1.34509 2.63132 -0.09002  0.534
37 H 2.22622 -0.54989 1.85401  0.567
38 H 2.29601 0.67344 4.48843  0.520
39 H 0.73810 1.33738 6.28361  0.394
40 H -1.62084 1.86419 5.73841  0.420
41 H -2.40637 1.71529 3.40267  0.610
42 H -2.87111 -0.40785 2.89930  0.392
43 H -4.81947 -1.86907 2.56277  0.378
44 H -5.53578 -2.48249 0.27697  0.346
45 H -4.24123 -1.68229 -1.67282  0.446
46 H -2.24557 -0.25216 -1.33100  0.320
47 H -0.40596 3.63858 1.86147  0.386
48 H -1.41857 5.85880 1.54604  0.398
49 H -3.47846 6.10776 0.19541  0.380
50 H -4.50941 4.10926 -0.83327  0.408
51 H -3.50766 1.89215 -0.51719  0.328
52 O 0.96447 1.46372 -4.03488  -0.657
53 S 0.16803 1.54006 -2.83736  1.301
54 O -1.01117 2.35289 -2.87349  -0.663
55 O -0.13119 0.11447 -2.34878  -0.512
56 O 1.08397 1.94801 -1.64627  -0.757
57 Cl 1.85525 -2.13874 -2.96427  -0.127
58 C 0.40884 -3.05935 -2.67938  0.686
59 C -0.08335 -3.79897 -3.73746  -0.734
60 C -1.17521 -4.62132 -3.55746  -0.485
61 C -1.75615 -4.71833 -2.30295  -0.604
62 C -1.26171 -3.96718 -1.24971  0.009
63 Cl -1.97409 -4.17392 0.30354  -0.172
64 C -0.17960 -3.06832 -1.40538  0.278
65 S 0.36797 -2.12835 -0.05099  -0.287
66 H 0.40022 -3.72883 -4.70319  0.453
67 H -1.56413 -5.19930 -4.38490  0.370
68 H -2.59384 -5.37917 -2.12560  0.417

Gap between HOMO and LUMO in eV: 7.22
Maximum force in hartree/bohr: 0.012
LUMO energy in eV: 1.8939
Net charge: -1
Calculated total energy in hartree: -5720.40141


# 3
ORCA calculation (ωB97M-V/def2-TZVPD) on a molecular structure, C31H19CrFN5O22 at a distorted geometry.

Last column: Mulliken spin population.
Positions of all 79 atoms, in Å:
1 Cr -20.41654 22.09185 -35.67851  3.037
2 N -22.76967 20.14388 -34.36066  0.004
3 O -23.73317 20.56995 -33.74046  0.001
4 O -22.51045 18.95247 -34.45060  0.004
5 O -22.05950 20.97758 -35.04112  -0.003
6 N -17.15452 21.91486 -36.00721  0.003
7 O -16.34896 21.94501 -36.92556  -0.001
8 O -18.36511 22.31305 -36.14019  0.010
9 O -16.83935 21.50169 -34.88919  0.004
10 N -19.31772 20.92284 -33.01586  0.005
11 O -18.30150 21.10282 -32.38931  -0.004
12 O -19.79145 21.88996 -33.74329  -0.038
13 O -19.87721 19.83476 -33.11575  0.002
14 N -21.19199 24.52730 -35.03863  -0.035
15 O -21.94120 23.56351 -34.81245  0.018
16 O -21.37260 25.66663 -34.66985  0.014
17 O -20.14027 24.17142 -35.66586  -0.039
18 N -22.28669 22.70285 -38.18533  0.000
19 O -22.20511 22.84682 -39.39371  0.001
20 O -21.25632 22.33455 -37.51417  0.013
21 O -23.32829 22.89832 -37.56355  0.011
22 C -23.81191 27.41888 -32.08651  0.000
23 C -22.53852 27.66481 -32.85751  -0.001
24 O -21.49366 27.29601 -31.94922  0.000
25 C -22.05041 26.87948 -30.79106  0.000
26 O -21.46441 26.31369 -29.93030  0.000
27 O -23.40548 26.93484 -30.81188  0.000
28 F -22.36981 29.04217 -32.96819  0.000
29 H -24.60232 26.84949 -32.57829  0.000
30 H -24.36617 28.34665 -31.91035  0.000
31 H -22.27289 27.18309 -33.79317  0.000
32 C -13.31210 24.56832 -36.10625  0.000
33 C -12.69215 25.63624 -36.70904  0.000
34 C -13.32571 26.87071 -36.73222  0.000
35 C -14.63375 27.00112 -36.30967  0.000
36 C -15.24439 25.88494 -35.69230  0.000
37 C -14.64615 24.62909 -35.68820  0.000
38 C -16.65463 25.94946 -35.19701  -0.001
39 O -17.22310 24.99411 -34.73910  0.000
40 C -17.27780 27.31709 -35.20875  0.001
41 C -18.51408 27.57194 -34.62995  0.000
42 C -19.17125 28.78559 -34.68586  0.000
43 C -18.52922 29.86270 -35.29921  0.000
44 C -17.23163 29.69527 -35.74567  0.000
45 C -16.64947 28.43201 -35.78122  0.000
46 C -15.37295 28.25624 -36.50781  0.000
47 O -14.98109 29.09390 -37.29226  0.000
48 H -12.75647 23.65800 -35.91207  0.000
49 H -11.62712 25.52969 -36.88095  0.000
50 H -12.75089 27.71467 -37.09363  0.000
51 H -15.09184 23.81805 -35.12818  0.000
52 H -19.07757 26.75682 -34.18748  0.000
53 H -20.18538 28.79307 -34.32131  0.000
54 H -19.07554 30.77766 -35.49029  0.000
55 H -16.78560 30.54517 -36.24398  0.000
56 C -22.04282 23.06967 -31.50978  -0.001
57 C -21.82303 23.05998 -30.13015  0.000
58 C -22.90256 23.06121 -29.25994  0.000
59 C -24.20200 22.89007 -29.72922  0.000
60 C -24.37860 22.70680 -31.10517  0.001
61 C -23.33344 22.88404 -31.99047  0.002
62 C -25.74370 22.47029 -31.63936  0.000
63 O -25.97455 22.21479 -32.78740  0.000
64 C -26.89340 22.63536 -30.64967  0.000
65 C -28.17974 22.48159 -31.18842  0.000
66 C -29.23429 22.67654 -30.32443  0.000
67 C -29.06305 23.01753 -28.98175  0.000
68 C -27.78624 23.15719 -28.46884  0.000
69 C -26.69763 22.91002 -29.31696  0.000
70 C -25.31279 22.95701 -28.73834  0.000
71 O -25.10599 23.06930 -27.55244  0.000
72 H -21.18123 23.19057 -32.15433  -0.001
73 H -20.77845 23.04538 -29.84709  0.000
74 H -22.67123 23.02294 -28.20334  0.000
75 H -23.40909 22.80681 -33.06694  -0.004
76 H -28.35124 22.34973 -32.24489  0.000
77 H -30.25678 22.65511 -30.69101  0.000
78 H -29.88454 23.18056 -28.29565  0.000
79 H -27.64085 23.27920 -27.40430  0.000

Gap between HOMO and LUMO (alpha / beta) in eV: 7.15 / 7.21
Maximum force in hartree/bohr: 0.050
LUMO energy (alpha / beta) in eV: 2.7687 / 2.7687
Expectation value of S²: 3.790
Net charge: -2
Multiplicity: 4
ΔE to the lowest compared entry with this formula, charge and spin in kcal/mol: 0.0
Calculated total energy in hartree: -4265.73946


- The lowest calculated total energy belongs to which entry?
  C31H19Cl6NO7PS2Zr


- Which formula does entry 3 have?
  C31H19CrFN5O22